Record 1
DFT (ωB97M-V/def2-TZVPD) results for a 6-piece molecular cluster, H12O6 overall.

The geometry in ORCA input format:
```
! wB97M-V def2-TZVPD RIJCOSX def2/J DEFGRID3
* xyz 0 1
O -0.12 0.58 0.66
H -0.31 0.67 1.59
H -0.74 1.17 0.22
O -3.17 3.08 -2.54
H -2.57 3.11 -3.28
H -3.35 4.00 -2.34
O -4.42 -1.55 -4.53
H -4.43 -1.09 -5.37
H -3.99 -0.95 -3.93
O 1.66 1.19 5.73
H 1.14 0.97 6.51
H 2.49 1.52 6.08
O 4.67 -0.52 -0.63
H 3.89 -0.32 -0.12
H 5.37 -0.01 -0.22
O 1.19 -4.19 0.44
H 0.88 -3.30 0.60
H 1.82 -4.35 1.14
*
```

- SMILES = O.O.O.O.O.O
- lowest unoccupied orbital energy (eV) = 0.45


Record 2
DFT (ωB97M-V/def2-TZVPD) results for a 7-piece molecular cluster, C48H120BF4N6O6 overall at a distorted geometry.

The geometry in ORCA input format:
```
! wB97M-V def2-TZVPD RIJCOSX def2/J DEFGRID3
* xyz 5 1
C 5.74 6.77 -2.41
C 4.96 7.52 -1.34
N 4.96 6.71 0.06
C 6.40 6.92 0.64
C 3.95 7.28 1.08
C 4.09 8.80 1.41
C 4.79 5.18 -0.04
C 3.35 4.68 -0.36
O 3.05 5.45 -1.60
C 1.67 5.43 -1.86
H 6.01 7.32 -3.31
H 5.28 5.81 -2.66
H 6.63 6.31 -1.98
H 3.95 7.76 -1.65
H 5.43 8.48 -1.08
H 6.28 6.51 1.65
H 6.57 7.99 0.71
H 7.19 6.48 0.05
H 3.91 6.78 2.05
H 2.95 7.15 0.66
H 3.97 9.55 0.62
H 5.08 8.92 1.86
H 3.38 9.05 2.19
H 4.91 4.72 0.94
H 5.42 4.66 -0.76
H 2.56 4.88 0.36
H 3.31 3.59 -0.45
H 1.55 5.92 -2.82
H 1.06 5.94 -1.11
H 1.43 4.39 -2.10
C 6.17 13.17 -2.23
C 5.44 13.84 -3.42
N 4.57 15.05 -3.10
C 4.13 15.74 -4.47
C 3.28 14.59 -2.38
C 2.35 13.50 -3.08
C 5.25 16.05 -2.11
C 6.48 16.75 -2.66
O 6.16 17.62 -3.70
C 7.12 18.55 -4.20
H 6.95 13.83 -1.85
H 6.68 12.27 -2.58
H 5.51 12.91 -1.40
H 4.79 13.14 -3.94
H 6.19 14.12 -4.16
H 3.57 16.67 -4.31
H 3.43 15.03 -4.91
H 5.03 15.91 -5.06
H 2.68 15.49 -2.29
H 3.69 14.28 -1.42
H 2.54 13.29 -4.13
H 1.31 13.73 -2.86
H 2.58 12.52 -2.65
H 5.48 15.35 -1.30
H 4.51 16.76 -1.76
H 7.16 16.04 -3.12
H 7.08 17.23 -1.89
H 6.78 19.27 -4.93
H 7.83 17.88 -4.70
H 7.55 19.02 -3.31
C 9.55 15.35 -4.69
C 9.99 14.33 -3.67
N 11.31 13.50 -4.02
C 12.52 14.44 -4.06
C 11.49 12.50 -2.83
C 12.72 11.58 -2.91
C 11.20 12.79 -5.43
C 10.15 11.76 -5.56
O 8.95 12.25 -5.24
C 7.87 11.55 -5.66
H 9.04 16.12 -4.11
H 9.07 14.98 -5.59
H 10.43 15.85 -5.08
H 9.18 13.77 -3.20
H 10.37 14.77 -2.74
H 12.37 15.18 -4.85
H 13.44 13.88 -4.23
H 12.57 14.90 -3.07
H 10.63 11.88 -2.60
H 11.51 13.05 -1.89
H 12.56 10.92 -3.77
H 12.71 10.94 -2.03
H 13.67 12.09 -3.10
H 12.14 12.31 -5.70
H 10.98 13.62 -6.11
H 10.44 10.83 -5.07
H 10.06 11.55 -6.62
H 7.01 12.13 -5.32
H 7.98 10.63 -5.10
H 7.76 11.43 -6.74
C 6.24 12.24 1.55
C 7.51 11.54 1.97
N 8.76 12.36 2.35
C 8.44 13.00 3.75
C 10.03 11.48 2.65
C 10.58 10.55 1.43
C 9.09 13.36 1.14
C 10.33 14.22 1.30
O 11.58 13.58 1.02
C 12.72 14.43 0.91
H 5.77 12.51 2.50
H 5.69 11.49 0.98
H 6.35 13.12 0.92
H 7.91 11.11 1.05
H 7.37 10.66 2.60
H 9.37 13.44 4.13
H 8.00 12.25 4.40
H 7.69 13.74 3.48
H 9.72 10.73 3.38
H 10.89 12.04 3.00
H 11.47 9.95 1.65
H 10.85 11.11 0.53
H 9.89 9.75 1.19
H 8.23 14.02 1.08
H 9.15 12.73 0.25
H 10.35 14.75 2.25
H 10.23 14.96 0.50
H 13.52 14.22 1.61
H 12.47 15.48 1.12
H 13.28 14.36 -0.03
C -0.38 8.33 -5.86
C 0.95 8.21 -5.04
N 1.97 9.30 -5.25
C 1.44 10.67 -4.70
C 3.23 8.97 -4.34
C 4.51 9.88 -4.44
C 2.35 9.43 -6.72
C 2.63 8.11 -7.49
O 3.77 7.38 -7.12
C 5.02 7.74 -7.77
H -0.35 8.49 -6.93
H -0.94 9.18 -5.46
H -0.96 7.41 -5.83
H 1.35 7.21 -5.19
H 0.69 8.29 -3.98
H 1.21 10.62 -3.64
H 0.67 11.03 -5.38
H 2.20 11.39 -5.01
H 3.57 7.98 -4.63
H 2.89 8.87 -3.31
H 4.99 10.11 -5.39
H 5.26 9.74 -3.66
H 4.21 10.87 -4.11
H 3.16 10.15 -6.81
H 1.46 9.89 -7.15
H 2.58 8.31 -8.56
H 1.85 7.37 -7.37
H 5.84 7.39 -7.14
H 5.19 8.78 -8.04
H 5.08 7.19 -8.71
C 11.75 7.59 -1.74
C 12.09 6.74 -3.01
N 10.84 6.37 -3.93
C 9.99 5.27 -3.32
C 9.82 7.54 -4.13
C 8.42 7.07 -4.81
C 11.44 5.92 -5.25
C 12.56 4.81 -5.11
O 12.01 3.60 -4.63
C 13.06 2.64 -4.38
H 12.55 7.83 -1.05
H 10.90 7.18 -1.20
H 11.52 8.61 -2.05
H 12.61 5.83 -2.72
H 12.78 7.25 -3.68
H 10.54 4.43 -2.88
H 9.44 4.86 -4.16
H 9.36 5.69 -2.53
H 10.24 8.30 -4.79
H 9.63 8.05 -3.19
H 8.41 6.51 -5.75
H 7.77 7.93 -4.94
H 7.87 6.42 -4.12
H 11.97 6.73 -5.74
H 10.64 5.69 -5.95
H 13.45 5.24 -4.66
H 13.03 4.67 -6.09
H 12.67 1.75 -3.87
H 13.90 3.11 -3.88
H 13.49 2.36 -5.35
B 8.13 9.96 -1.51
F 7.60 9.84 -2.79
F 8.82 8.81 -1.15
F 8.90 11.05 -1.42
F 7.02 10.14 -0.64
*
```

- lowest unoccupied orbital energy (eV) = -9.30


Record 3
DFT (ωB97M-V/def2-TZVPD) results for C34H48MnN7O4PS as an isolated structure.

The geometry in ORCA input format:
```
! wB97M-V def2-TZVPD RIJCOSX def2/J DEFGRID3
* xyz 0 4
Mn 0.12 1.16 0.97
C 1.19 1.45 5.02
C 1.36 1.50 3.53
O 0.30 1.26 2.86
C 2.60 1.78 2.98
C 2.90 1.76 1.60
C 4.31 2.04 1.15
N 2.00 1.49 0.69
N 2.39 1.49 -0.64
C 1.34 1.41 -1.40
O 0.13 1.36 -0.93
C 1.50 1.37 -2.87
C 2.77 1.30 -3.46
C 2.89 1.24 -4.83
C 1.76 1.24 -5.64
C 0.50 1.31 -5.06
C 0.37 1.37 -3.68
H 0.14 1.51 5.27
H 1.73 2.27 5.50
H 1.59 0.51 5.41
H 3.42 1.98 3.66
H 4.94 2.26 2.01
H 4.33 2.88 0.45
H 4.70 1.18 0.61
H 3.64 1.30 -2.82
H 3.87 1.19 -5.28
H 1.85 1.19 -6.71
H -0.39 1.31 -5.68
H -0.61 1.43 -3.21
N -4.75 2.08 -4.81
C -4.41 1.93 -3.47
C -3.46 0.98 -3.09
C -3.16 0.79 -1.76
C -3.81 1.54 -0.78
C -4.75 2.48 -1.14
C -5.06 2.67 -2.48
S -3.39 1.27 0.91
O -3.34 -0.14 1.13
O -4.26 2.08 1.72
N -1.85 1.79 1.02
C -1.54 3.10 0.87
N -0.20 3.24 0.97
C 0.35 4.43 0.79
C -0.45 5.53 0.55
C -1.82 5.30 0.46
N -2.38 4.11 0.61
H -4.05 1.80 -5.47
H -5.17 2.97 -5.04
H -2.96 0.39 -3.85
H -2.41 0.06 -1.46
H -5.23 3.07 -0.37
H -5.80 3.41 -2.77
H 1.43 4.48 0.85
H -0.03 6.52 0.41
H -2.50 6.12 0.26
C -0.22 -4.28 -0.96
C -0.59 -2.85 -0.58
C -2.10 -2.78 -0.31
C -0.34 -1.92 -1.79
P 0.34 -2.14 0.90
N 0.15 -0.58 0.90
C 2.17 -2.58 0.74
C 2.64 -2.25 -0.68
C 2.99 -1.69 1.69
C 2.51 -4.05 1.05
C -0.34 -2.83 2.51
C -1.63 -2.07 2.85
C -0.62 -4.34 2.49
C 0.64 -2.52 3.65
H -0.88 -4.60 -1.77
H -0.36 -4.99 -0.14
H 0.80 -4.38 -1.33
H -2.61 -3.05 -1.24
H -2.42 -1.78 -0.02
H -2.42 -3.49 0.45
H -1.07 -2.17 -2.56
H 0.65 -2.04 -2.23
H -0.47 -0.87 -1.51
H 2.39 -1.22 -0.95
H 2.25 -2.93 -1.43
H 3.73 -2.34 -0.70
H 2.68 -0.65 1.61
H 4.04 -1.76 1.39
H 2.93 -1.99 2.73
H 1.96 -4.75 0.42
H 2.33 -4.30 2.09
H 3.57 -4.20 0.85
H -2.43 -2.19 2.13
H -1.44 -1.00 2.94
H -1.98 -2.44 3.82
H -1.42 -4.60 1.81
H -0.93 -4.64 3.49
H 0.26 -4.93 2.23
H 0.93 -1.47 3.65
H 1.53 -3.15 3.64
H 0.12 -2.72 4.59
*
```

- lowest unoccupied orbital energy (alpha / beta) (eV) = -0.03 / -0.31


Record 4
DFT (ωB97M-V/def2-TZVPD) results for a 10-piece molecular cluster, C38H70F2O22S8 overall at a distorted geometry.

The geometry in ORCA input format:
```
! wB97M-V def2-TZVPD RIJCOSX def2/J DEFGRID3
* xyz 0 1
O 3.39 0.17 0.01
C 2.22 -0.17 -0.24
O 1.78 -0.48 -1.43
C 0.36 -0.70 -1.34
C 0.06 -0.92 0.12
F 0.28 -2.21 0.43
O 1.14 -0.23 0.66
H -0.09 0.23 -1.69
H 0.16 -1.63 -1.89
H -0.87 -0.50 0.51
O 7.43 2.80 -0.58
C 6.43 3.08 -1.23
O 5.19 3.17 -0.80
C 4.24 3.22 -1.83
C 5.16 3.58 -3.00
F 5.11 4.94 -3.17
O 6.47 3.19 -2.55
H 3.89 2.20 -1.97
H 3.32 3.79 -1.78
H 4.81 3.06 -3.89
O -8.00 -1.64 -0.78
S -6.80 -2.08 -0.01
O -6.58 -3.54 0.25
C -5.31 -1.40 -0.88
C -4.62 -0.51 0.12
C -4.90 -1.03 1.54
C -6.44 -1.11 1.52
H -5.62 -0.97 -1.84
H -4.68 -2.26 -1.10
H -3.58 -0.35 -0.14
H -5.07 0.47 -0.03
H -4.58 -0.39 2.37
H -4.49 -2.02 1.74
H -6.98 -0.18 1.42
H -6.95 -1.63 2.33
O -1.14 2.33 0.75
S -2.08 2.24 1.83
O -2.24 0.95 2.51
C -1.64 3.56 3.05
C -2.82 4.56 3.24
C -3.68 4.49 1.96
C -3.71 2.98 1.45
H -0.97 4.10 2.38
H -1.01 3.19 3.86
H -3.35 4.14 4.09
H -2.47 5.53 3.60
H -3.17 5.04 1.17
H -4.68 4.90 2.09
H -3.89 2.78 0.39
H -4.39 2.51 2.16
O -2.11 -5.20 -2.55
S -2.71 -4.59 -3.73
O -4.10 -4.80 -4.08
C -2.30 -2.75 -3.64
C -1.42 -2.41 -4.90
C -0.70 -3.72 -5.36
C -1.73 -4.89 -5.21
H -1.80 -2.48 -2.71
H -3.23 -2.20 -3.56
H -2.06 -2.12 -5.74
H -0.64 -1.65 -4.76
H 0.22 -3.83 -4.79
H -0.38 -3.70 -6.40
H -1.39 -5.93 -5.26
H -2.45 -4.87 -6.02
O 0.63 2.05 -3.39
S 0.50 3.49 -3.41
O 1.68 4.28 -3.30
C -0.48 3.94 -4.92
C -1.26 5.19 -4.52
C -1.94 4.88 -3.16
C -0.81 4.19 -2.26
H -1.22 3.14 -4.93
H 0.17 3.92 -5.80
H -0.59 6.03 -4.36
H -2.00 5.45 -5.28
H -2.73 4.16 -3.37
H -2.31 5.81 -2.74
H -1.00 3.32 -1.63
H -0.41 4.98 -1.62
O 1.64 -2.94 6.61
S 1.77 -1.91 5.53
O 3.06 -1.51 4.98
C 0.46 -2.27 4.23
C -0.30 -1.00 4.15
C -0.40 -0.26 5.46
C 0.94 -0.28 6.08
H -0.17 -3.04 4.68
H 0.93 -2.69 3.34
H 0.19 -0.33 3.44
H -1.26 -1.18 3.69
H -1.08 -0.67 6.21
H -0.71 0.76 5.26
H 1.10 -0.15 7.15
H 1.50 0.54 5.64
O 3.16 2.19 5.93
S 2.61 2.82 4.71
O 1.32 3.51 4.85
C 3.93 4.05 4.17
C 4.14 3.86 2.67
C 4.00 2.32 2.41
C 2.76 1.78 3.18
H 4.84 3.72 4.66
H 3.68 5.05 4.53
H 3.37 4.40 2.12
H 5.08 4.23 2.27
H 4.92 1.79 2.68
H 3.93 2.16 1.33
H 2.71 0.71 3.40
H 1.75 2.01 2.82
O -2.47 -3.23 0.30
S -1.99 -4.37 1.09
O -0.60 -4.82 0.94
C -2.42 -4.30 2.90
C -3.53 -5.35 3.13
C -4.16 -5.67 1.76
C -3.02 -5.78 0.70
H -2.54 -3.28 3.28
H -1.56 -4.81 3.33
H -3.19 -6.22 3.69
H -4.27 -5.03 3.87
H -4.83 -4.91 1.36
H -4.83 -6.52 1.84
H -3.36 -5.76 -0.34
H -2.36 -6.62 0.89
O 7.21 0.52 -4.04
S 7.32 -0.88 -3.69
O 8.58 -1.65 -3.70
C 6.47 -1.18 -2.00
C 5.04 -1.24 -2.38
C 4.92 -2.17 -3.62
C 6.03 -1.81 -4.64
H 6.61 -0.41 -1.23
H 6.84 -2.12 -1.59
H 4.53 -1.57 -1.47
H 4.61 -0.28 -2.67
H 3.93 -2.16 -4.07
H 4.84 -3.19 -3.23
H 5.74 -1.15 -5.45
H 6.49 -2.67 -5.15
*
```

- SMILES = O=C1OC[C@@H](F)O1.O=C1OC[C@@H](F)O1.O=S1(=O)CCCC1.O=S1(=O)CCCC1.O=S1(=O)CCCC1.O=S1(=O)CCCC1.O=S1(=O)CCCC1.O=S1(=O)CCCC1.O=S1(=O)CCCC1.O=S1(=O)CCCC1
- lowest unoccupied orbital energy (eV) = -0.56


Record 5
DFT (ωB97M-V/def2-TZVPD) results for the molecule C6H8O2 at a distorted geometry.

The geometry in ORCA input format:
```
! wB97M-V def2-TZVPD RIJCOSX def2/J DEFGRID3
* xyz 0 1
C 0.57 -0.76 1.23
C 0.07 -0.79 -0.27
C 1.45 -0.54 -0.94
C 0.43 0.68 -0.81
O -0.08 1.61 0.25
C -1.45 1.03 0.16
C -1.32 -0.54 -0.21
O -2.37 -1.13 -0.46
H -0.19 -1.11 2.20
H 1.48 -1.53 1.70
H 0.92 0.51 1.23
H 2.26 -0.58 -0.14
H 1.96 -0.73 -2.05
H -0.07 1.00 -1.85
H -1.84 1.23 -0.99
H -1.82 1.63 0.97
*
```

- SMILES = C[C@]12C[C@@H]1OCC2=O
- lowest unoccupied orbital energy (eV) = 0.67


| no. | energy (eV) |
| --- | --- |
| 1 | -12479.282 |
| 2 | -84445.730 |
| 3 | -106103.628 |
| 4 | -177697.094 |
| 5 | -10437.855 |